{"formula": "C48H54Cr2N9O3", "method": "the ωB97M-V functional and the def2-TZVPD basis", "charge": 1, "s_squared": 20.02, "e_tot_ev": -127039.8293, "multiplicity": 9, "homo_lumo_gap_ev": [5.39, 6.75], "elements": ["Cr", "Cr", "C", "O", "H", "H", "H", "C", "O", "H", "H", "H", "C", "O", "H", "H", "H", "N", "C", "C", "C", "C", "C", "H", "H", "H", "H", "H", "N", "C", "C", "C", "C", "C", "H", "H", "H", "H", "H", "N", "C", "C", "C", "C", "C", "H", "H", "H", "H", "H", "N", "C", "C", "C", "C", "C", "H", "H", "H", "H", "H", "N", "C", "C", "C", "C", "C", "H", "H", "H", "H", "H", "N", "C", "C", "C", "C", "C", "H", "H", "H", "H", "H", "N", "C", "C", "C", "C", "C", "H", "H", "H", "H", "H", "N", "C", "C", "C", "C", "C", "H", "H", "H", "H", "H", "N", "C", "C", "C", "C", "C", "H", "H", "H", "H", "H"], "xyz": [[0.08, -0.78, -0.55], [-1.73, -3.33, -2.03], [-3.20, -1.01, -0.19], [-2.07, -1.57, -0.70], [-3.09, 0.05, -0.44], [-4.11, -1.44, -0.61], [-3.37, -1.17, 0.87], [0.12, 2.12, 1.37], [-0.22, 1.00, 0.67], [0.61, 2.90, 0.79], [-0.79, 2.66, 1.62], [0.73, 1.96, 2.26], [1.51, -3.37, -2.44], [0.44, -2.60, -1.94], [1.45, -3.63, -3.49], [2.45, -2.83, -2.34], [1.74, -4.27, -1.86], [-3.25, 0.07, 4.55], [-3.18, -0.12, 5.87], [-2.18, 0.46, 6.75], [-1.25, 1.29, 6.15], [-1.27, 1.43, 4.76], [-2.25, 0.84, 4.01], [-4.02, -0.63, 6.32], [-2.15, 0.39, 7.83], [-0.52, 1.83, 6.73], [-0.58, 2.09, 4.27], [-2.27, 0.83, 2.93], [-3.60, 3.59, -1.86], [-3.55, 3.26, -0.50], [-4.71, 2.95, 0.23], [-5.96, 3.08, -0.43], [-6.01, 3.50, -1.76], [-4.85, 3.80, -2.45], [-2.58, 3.14, -0.05], [-4.56, 2.78, 1.29], [-6.89, 2.95, 0.09], [-6.99, 3.78, -2.11], [-4.77, 4.31, -3.39], [-1.37, -4.67, -0.29], [-0.41, -5.66, -0.23], [-0.16, -6.43, 0.94], [-0.92, -6.22, 2.05], [-1.82, -5.18, 2.08], [-2.02, -4.45, 0.89], [0.29, -5.80, -1.04], [0.73, -7.03, 0.83], [-0.65, -6.72, 2.97], [-2.40, -4.84, 2.93], [-2.89, -3.81, 0.91], [2.90, 6.46, -1.77], [3.61, 6.05, -2.83], [3.40, 4.83, -3.47], [2.50, 3.95, -2.89], [1.81, 4.33, -1.75], [2.02, 5.61, -1.20], [4.35, 6.64, -3.34], [3.90, 4.57, -4.39], [2.30, 2.92, -3.17], [1.09, 3.64, -1.33], [1.50, 5.90, -0.30], [4.92, -0.87, 3.98], [5.56, -0.20, 4.94], [5.00, 0.87, 5.62], [3.73, 1.27, 5.32], [3.03, 0.60, 4.29], [3.73, -0.38, 3.56], [6.53, -0.49, 5.31], [5.42, 1.38, 6.48], [3.32, 2.12, 5.83], [2.09, 0.95, 3.91], [3.33, -0.95, 2.73], [-0.17, 0.38, -2.41], [-1.09, 1.39, -2.55], [-1.33, 2.15, -3.67], [-0.42, 1.97, -4.71], [0.62, 1.05, -4.66], [0.72, 0.34, -3.44], [-1.80, 1.35, -1.74], [-2.11, 2.89, -3.81], [-0.56, 2.56, -5.61], [1.36, 0.90, -5.44], [1.55, -0.35, -3.48], [-2.04, -2.13, -3.93], [-1.06, -1.92, -4.87], [-1.17, -1.23, -6.06], [-2.42, -0.64, -6.31], [-3.36, -0.61, -5.34], [-3.12, -1.35, -4.19], [-0.13, -2.44, -4.69], [-0.36, -1.12, -6.77], [-2.67, -0.12, -7.22], [-4.29, -0.07, -5.47], [-3.87, -1.47, -3.42], [2.23, -0.21, -0.61], [2.69, 1.06, -0.86], [4.03, 1.41, -1.12], [5.01, 0.42, -0.95], [4.65, -0.86, -0.62], [3.31, -1.09, -0.46], [1.90, 1.80, -0.95], [4.30, 2.45, -1.28], [6.04, 0.72, -0.99], [5.41, -1.61, -0.47], [3.00, -2.09, -0.23], [0.53, -2.12, 1.30], [1.23, -3.31, 1.51], [1.36, -4.09, 2.68], [0.73, -3.54, 3.81], [0.09, -2.33, 3.66], [0.08, -1.62, 2.47], [1.59, -3.75, 0.59], [1.97, -4.97, 2.72], [0.79, -3.98, 4.79], [-0.39, -1.92, 4.54], [-0.39, -0.65, 2.43]], "mulliken_spin": [3.88, 4.14, 0.03, -0.11, 0.00, 0.00, 0.00, -0.01, 0.04, 0.00, 0.00, 0.00, 0.06, -0.08, -0.01, 0.00, 0.00, 0.00, 0.00, 0.00, 0.00, 0.00, 0.00, 0.00, 0.00, 0.00, 0.00, 0.00, 0.00, 0.00, 0.00, 0.00, 0.00, 0.00, 0.00, 0.00, 0.00, 0.00, 0.00, -0.02, 0.01, 0.00, 0.01, 0.00, 0.03, -0.02, 0.00, 0.00, 0.00, -0.03, 0.00, 0.00, 0.00, 0.00, 0.00, 0.00, 0.00, 0.00, 0.00, 0.00, 0.00, 0.00, 0.00, 0.00, 0.00, 0.00, 0.00, 0.00, 0.00, 0.00, 0.00, 0.00, -0.04, 0.04, 0.00, 0.01, 0.00, 0.06, 0.01, 0.00, 0.00, 0.00, -0.02, -0.02, 0.02, 0.01, 0.00, 0.00, 0.01, -0.03, 0.00, 0.00, 0.00, -0.01, -0.11, 0.01, -0.01, 0.01, 0.01, 0.06, 0.02, 0.00, 0.00, 0.00, -0.01, -0.01, 0.04, 0.00, 0.00, 0.00, 0.01, 0.00, 0.00, 0.00, 0.00, -0.01]}